No. 1
Formula: C21H30Cl2IrN2OS5
Source: the OMol25 dataset
Level of theory: wB97M-V/def2-TZVPD

Positions of all 62 atoms, in Å:
Ir1 -0.538 0.598 0.036
C1 -2.636 2.736 1.348
C2 -1.365 3.556 1.519
S1 0.145 2.539 1.223
C3 1.027 3.475 -0.064
C4 0.381 3.373 -1.430
S2 0.216 1.639 -1.973
C5 -1.101 1.931 -3.209
C6 -1.769 0.693 -3.789
S3 -2.780 -0.353 -2.706
C7 -4.088 0.732 -2.063
C8 -3.981 0.993 -0.559
S4 -2.452 1.907 -0.246
H1 -3.509 3.389 1.317
H2 -2.751 1.995 2.138
H3 -1.289 3.936 2.535
H4 -1.342 4.400 0.830
H5 2.036 3.062 -0.057
H6 1.092 4.515 0.257
H7 0.983 3.896 -2.175
H8 -0.617 3.814 -1.422
H9 -0.593 2.468 -4.012
H10 -1.832 2.604 -2.764
H11 -1.023 0.000 -4.183
H12 -2.371 1.020 -4.638
H13 -5.039 0.232 -2.249
H14 -4.106 1.669 -2.621
H15 -3.997 0.072 0.022
H16 -4.787 1.650 -0.226
Cl1 1.975 -1.793 -2.378
C9 0.653 -2.833 -1.980
C10 0.621 -4.115 -2.472
C11 -0.502 -4.903 -2.241
C12 -1.598 -4.398 -1.552
C13 -1.570 -3.113 -1.059
Cl2 -2.954 -2.508 -0.235
C14 -0.417 -2.291 -1.211
N1 -0.305 -1.064 -0.722
H17 1.453 -4.490 -3.052
H18 -0.532 -5.914 -2.623
H19 -2.481 -5.004 -1.401
C15 4.858 -2.152 0.679
C16 3.376 -1.980 0.433
O1 3.005 -0.594 0.278
H20 5.106 -3.211 0.755
H21 5.175 -1.662 1.601
H22 5.440 -1.736 -0.145
H23 2.791 -2.350 1.276
H24 3.062 -2.541 -0.450
H25 3.459 -0.254 -0.499
S5 -1.089 -0.356 2.140
C17 0.348 -0.303 3.099
N2 1.569 -0.122 2.560
C18 2.713 -0.101 3.284
C19 2.677 -0.282 4.634
C20 1.428 -0.488 5.239
C21 0.279 -0.491 4.486
H26 1.667 -0.018 1.545
H27 3.616 0.064 2.715
H28 3.589 -0.265 5.209
H29 1.366 -0.636 6.309
H30 -0.691 -0.637 4.939

electronic energy	-4018.11718	a.u.
multiplicity	2
HOMO level (spin up / spin down)	-13.164 / -13.663	eV
HOMO-LUMO gap (spin up / spin down)	6.75 / 7.01	eV
total charge	+2
ΔE to the lowest compared entry with this formula, charge and spin	10.5	kcal/mol
expectation value of S²	0.86
LUMO level (spin up / spin down)	-6.41 / -6.65	eV

The net atomic charges from Löwdin, expressed in e, are:
1. Ir 0.61
2. C -0.45
3. C -0.43
4. S 0.81
5. C -0.46
6. C -0.47
7. S 0.83
8. C -0.48
9. C -0.50
10. S 0.87
11. C -0.50
12. C -0.44
13. S 0.83
14. H 0.11
15. H 0.07
16. H 0.10
17. H 0.09
18. H 0.09
19. H 0.11
20. H 0.11
21. H 0.07
22. H 0.10
23. H 0.05
24. H 0.08
25. H 0.09
26. H 0.09
27. H 0.09
28. H 0.06
29. H 0.10
30. Cl 0.79
31. C -0.56
32. C -0.08
33. C -0.02
34. C -0.08
35. C -0.59
36. Cl 0.74
37. C -0.44
38. N -0.19
39. H 0.12
40. H 0.13
41. H 0.12
42. C -0.06
43. C -0.32
44. O -0.17
45. H 0.09
46. H 0.07
47. H 0.09
48. H 0.12
49. H 0.04
50. H 0.08
51. S 0.65
52. C -0.66
53. N 0.05
54. C -0.04
55. C -0.01
56. C 0.00
57. C -0.06
58. H 0.07
59. H 0.13
60. H 0.13
61. H 0.13
62. H 0.12

---

No. 2
Formula: C21H30CrNO2P2
Source: the OMol25 dataset
Level of theory: wB97M-V/def2-TZVPD

Positions of all 57 atoms, in Å:
Cr1 -0.011 -0.243 -0.365
P1 -0.385 2.106 -0.358
C1 0.988 2.467 -1.407
C2 2.149 1.633 -1.159
N1 1.892 0.306 -0.851
C3 2.908 -0.557 -0.606
C4 4.223 -0.117 -0.591
C5 4.505 1.223 -0.881
C6 3.471 2.083 -1.200
C7 2.538 -2.010 -0.370
P2 0.817 -2.315 -0.935
H1 3.634 3.139 -1.411
H2 5.011 -0.826 -0.345
H3 5.522 1.594 -0.845
H4 3.206 -2.667 -0.941
H5 2.624 -2.286 0.692
H6 0.402 2.253 -3.044
H7 1.202 3.528 -1.555
H8 -0.621 0.789 -3.554
O1 -0.054 1.960 -3.885
H9 0.671 1.866 -4.528
H10 -0.827 -0.408 -2.304
O2 -1.056 -0.201 -3.326
H11 -2.020 -0.283 -3.453
C8 1.040 -2.711 -2.684
H12 1.754 -3.537 -2.800
H13 0.078 -3.003 -3.125
H14 1.424 -1.844 -3.235
C9 0.245 -3.813 -0.122
H15 -0.733 -4.076 -0.547
H16 0.941 -4.654 -0.256
H17 0.099 -3.624 0.948
C10 -0.011 2.833 1.258
H18 -0.195 3.919 1.236
H19 -0.649 2.352 2.011
H20 1.040 2.655 1.520
C11 -1.862 2.950 -0.955
H21 -2.732 2.491 -0.466
H22 -1.813 4.015 -0.682
H23 -1.978 2.863 -2.045
C12 -4.608 -0.239 2.715
C13 -4.227 -0.115 1.367
C14 -2.907 -0.291 0.993
C15 -1.916 -0.588 1.956
C16 -0.538 -0.651 1.614
C17 0.420 -0.847 2.586
C18 0.047 -1.029 3.938
C19 -1.282 -0.947 4.308
C20 -2.295 -0.708 3.342
C21 -3.655 -0.521 3.687
H24 -5.648 -0.092 3.002
H25 -4.977 0.127 0.619
H26 -2.606 -0.219 -0.062
H27 1.472 -0.852 2.316
H28 0.809 -1.219 4.691
H29 -1.591 -1.049 5.351
H30 -3.935 -0.612 4.741

electronic energy	-2750.01351	a.u.
multiplicity	4
HOMO level (spin up / spin down)	-13.414 / -13.415	eV
HOMO-LUMO gap (spin up / spin down)	5.37 / 5.76	eV
total charge	+2
expectation value of S²	4.03
LUMO level (spin up / spin down)	-8.05 / -7.66	eV

The net atomic charges from Löwdin, expressed in e, are:
1. Cr 0.50
2. P 0.79
3. C -0.34
4. C -0.33
5. N -0.03
6. C -0.31
7. C -0.01
8. C 0.00
9. C 0.00
10. C -0.23
11. P 0.82
12. H 0.13
13. H 0.13
14. H 0.13
15. H 0.11
16. H 0.11
17. H 0.00
18. H 0.09
19. H 0.06
20. O 0.01
21. H 0.12
22. H 0.09
23. O 0.13
24. H 0.16
25. C -0.23
26. H 0.07
27. H 0.06
28. H 0.06
29. C -0.21
30. H 0.07
31. H 0.08
32. H 0.06
33. C -0.21
34. H 0.07
35. H 0.05
36. H 0.07
37. C -0.21
38. H 0.05
39. H 0.07
40. H 0.05
41. C -0.04
42. C -0.06
43. C -0.08
44. C -0.20
45. C -0.18
46. C -0.10
47. C -0.04
48. C 0.01
49. C -0.15
50. C 0.01
51. H 0.12
52. H 0.12
53. H 0.08
54. H 0.10
55. H 0.12
56. H 0.13
57. H 0.13

---

No. 3
Formula: C21H30F2O18
Source: the OMol25 dataset
Level of theory: wB97M-V/def2-TZVPD

Positions of all 71 atoms, in Å:
O1 6.814 -29.466 17.044
C1 7.812 -29.353 16.323
O2 7.724 -29.673 15.021
C2 8.992 -29.738 14.425
C3 9.711 -28.813 15.390
F1 9.507 -27.617 14.930
O3 9.034 -28.964 16.641
H1 9.381 -30.753 14.339
H2 8.923 -29.414 13.386
H3 10.781 -29.021 15.410
O4 12.612 -24.268 17.056
C4 11.599 -24.806 17.416
O5 11.238 -24.906 18.674
C5 10.103 -25.600 18.779
C6 9.410 -25.541 17.383
F2 8.799 -24.419 17.043
O6 10.635 -25.475 16.686
H4 10.331 -26.636 19.030
H5 9.466 -25.366 19.632
H6 8.772 -26.389 17.134
C7 6.964 -28.645 21.944
C8 6.895 -28.441 20.401
C9 5.365 -28.481 20.086
O7 5.051 -27.244 19.400
C10 6.123 -26.587 19.232
O8 6.107 -25.493 18.689
O9 7.166 -27.162 19.834
H7 6.151 -28.176 22.496
H8 7.929 -28.284 22.301
H9 6.829 -29.709 22.137
H10 7.465 -29.200 19.866
H11 4.747 -28.698 20.958
H12 5.254 -29.338 19.421
C11 12.549 -19.003 15.653
C12 12.542 -20.427 16.163
C13 13.751 -21.246 15.587
O10 14.378 -21.624 16.789
C14 13.791 -21.217 17.871
O11 14.116 -21.535 19.024
O12 12.752 -20.393 17.586
H13 13.533 -18.549 15.773
H14 11.794 -18.401 16.160
H15 12.315 -18.929 14.591
H16 11.622 -20.929 15.861
H17 14.247 -20.624 14.841
H18 13.468 -22.178 15.098
C15 17.194 -23.810 17.437
C16 16.503 -23.954 18.798
C17 15.131 -24.627 18.706
O13 15.099 -25.460 19.819
C18 16.285 -25.713 20.299
O14 16.492 -26.525 21.164
O15 17.202 -24.900 19.646
H19 17.997 -23.074 17.472
H20 16.474 -23.367 16.748
H21 17.550 -24.775 17.076
H22 16.382 -22.951 19.208
H23 15.037 -25.376 17.919
H24 14.264 -23.974 18.606
C19 12.794 -22.347 25.873
O16 13.130 -23.206 24.768
C20 12.567 -22.949 23.572
O17 11.964 -21.909 23.174
O18 12.730 -24.122 22.850
C21 12.397 -24.019 21.479
H25 12.904 -21.282 25.667
H26 13.357 -22.575 26.778
H27 11.734 -22.485 26.087
H28 11.324 -24.165 21.354
H29 12.991 -24.768 20.955
H30 12.853 -23.110 21.086

electronic energy	-2372.24341	a.u.
multiplicity	1
HOMO level	-10.361	eV
HOMO-LUMO gap	10.56	eV
total charge	0
LUMO level	0.19	eV

The net atomic charges from Löwdin, expressed in e, are:
1. O 0.13
2. C -0.53
3. O 0.08
4. C -0.06
5. C -0.33
6. F 0.13
7. O 0.16
8. H 0.14
9. H 0.15
10. H 0.18
11. O 0.16
12. C -0.49
13. O 0.10
14. C -0.11
15. C -0.29
16. F 0.12
17. O 0.10
18. H 0.14
19. H 0.14
20. H 0.15
21. C -0.02
22. C -0.27
23. C -0.06
24. O 0.13
25. C -0.63
26. O 0.13
27. O 0.07
28. H 0.08
29. H 0.08
30. H 0.09
31. H 0.14
32. H 0.12
33. H 0.12
34. C -0.04
35. C -0.29
36. C -0.07
37. O 0.07
38. C -0.55
39. O 0.11
40. O 0.10
41. H 0.09
42. H 0.09
43. H 0.09
44. H 0.15
45. H 0.13
46. H 0.13
47. C -0.02
48. C -0.28
49. C -0.12
50. O 0.06
51. C -0.55
52. O 0.14
53. O 0.07
54. H 0.08
55. H 0.07
56. H 0.09
57. H 0.14
58. H 0.14
59. H 0.10
60. C -0.04
61. O -0.01
62. C -0.49
63. O 0.07
64. O -0.02
65. C -0.05
66. H 0.09
67. H 0.09
68. H 0.09
69. H 0.10
70. H 0.08
71. H 0.10

---

No. 4
Formula: C21H30F5NOP2SV
Source: the OMol25 dataset
Level of theory: wB97M-V/def2-TZVPD

Positions of all 62 atoms, in Å:
V1 -0.054 0.029 -0.867
P1 2.313 -0.195 -1.793
P2 -2.264 0.617 0.146
N1 -0.684 0.226 -2.414
H1 -0.180 -2.632 -1.447
C1 2.862 -1.936 -1.896
H2 3.850 -1.949 -2.380
H3 2.155 -2.522 -2.496
H4 2.932 -2.387 -0.901
C2 3.790 0.670 -1.182
H5 4.660 0.381 -1.788
H6 3.986 0.406 -0.137
H7 3.635 1.754 -1.265
C3 2.316 0.249 -3.564
H8 3.331 0.098 -3.958
H9 2.030 1.300 -3.690
H10 1.612 -0.381 -4.122
C4 -3.254 -0.725 0.862
H11 -4.258 -0.338 1.089
H12 -2.779 -1.080 1.782
H13 -3.331 -1.559 0.156
C5 -1.962 1.694 1.547
H14 -2.895 2.157 1.900
H15 -1.204 2.445 1.277
H16 -1.559 1.068 2.379
C6 -3.408 1.473 -0.988
H17 -4.355 1.692 -0.469
H18 -3.592 0.812 -1.849
H19 -2.930 2.402 -1.330
C7 -1.201 0.369 -3.646
C8 -2.087 -0.640 -5.666
C9 -1.588 -0.785 -4.383
C10 -1.320 1.659 -4.246
C11 -1.831 1.777 -5.527
C12 -2.208 0.633 -6.246
H20 -2.362 -1.532 -6.229
H21 -1.441 -1.765 -3.916
H22 -0.965 2.526 -3.679
H23 -1.914 2.763 -5.990
H24 -2.567 0.730 -7.272
C13 1.911 -0.119 2.209
O1 0.980 0.380 1.547
C14 2.561 -1.422 1.926
H25 2.723 -1.949 2.879
H26 3.539 -1.223 1.466
H27 1.968 -2.083 1.282
C15 2.501 0.588 3.383
H28 2.208 0.063 4.307
H29 2.182 1.631 3.446
H30 3.601 0.540 3.325
F1 0.344 -0.905 7.624
C16 -0.136 -0.606 6.396
C17 -0.368 0.719 6.036
F2 -0.067 1.723 6.883
C18 -0.836 1.013 4.744
F3 -0.880 2.333 4.413
C19 -1.107 0.023 3.840
S1 -0.175 -2.139 -0.182
C20 -0.833 -1.277 4.171
F4 -0.903 -2.284 3.261
C21 -0.375 -1.610 5.465
F5 -0.118 -2.896 5.776

electronic energy	-3472.33269	a.u.
multiplicity	2
HOMO level (spin up / spin down)	-6.636 / -6.636	eV
HOMO-LUMO gap (spin up / spin down)	5.46 / 6.03	eV
total charge	0
expectation value of S²	0.96
LUMO level (spin up / spin down)	-1.17 / -0.61	eV

The net atomic charges from Löwdin, expressed in e, are:
1. V 0.32
2. P 0.77
3. P 0.76
4. N -0.15
5. H -0.23
6. C -0.27
7. H 0.05
8. H 0.04
9. H 0.03
10. C -0.26
11. H 0.05
12. H 0.03
13. H 0.05
14. C -0.27
15. H 0.05
16. H 0.05
17. H 0.05
18. C -0.26
19. H 0.05
20. H 0.03
21. H 0.04
22. C -0.30
23. H 0.06
24. H 0.05
25. H -0.03
26. C -0.26
27. H 0.05
28. H 0.04
29. H 0.04
30. C -0.39
31. C -0.09
32. C -0.03
33. C -0.03
34. C -0.09
35. C -0.08
36. H 0.11
37. H 0.11
38. H 0.11
39. H 0.11
40. H 0.10
41. C -0.46
42. O -0.04
43. C -0.04
44. H 0.11
45. H 0.09
46. H 0.01
47. C 0.00
48. H 0.10
49. H 0.10
50. H 0.10
51. F 0.08
52. C -0.16
53. C -0.17
54. F 0.08
55. C -0.27
56. F 0.03
57. C -0.01
58. S 0.38
59. C -0.27
60. F 0.02
61. C -0.16
62. F 0.07